No. 1
ORCA calculation (wB97M-V/def2-TZVPD) on 9 unconnected molecules or ions with the total composition C49H89BFN9O13S in a non-equilibrium geometry.

Last column: Löwdin charge in e.
Atoms and positions in Å:
C  6.17  -4.85  4.60  -0.126
C  4.88  -5.03  3.79  -0.250
C  4.96  -4.57  2.32  -0.170
C  3.95  -3.55  1.89  -0.219
C  3.06  -3.88  0.87  0.075
C  2.11  -2.97  0.42  -0.183
O  1.22  -3.32  -0.57  0.178
B  1.41  -2.66  -1.77  -0.780
O  2.67  -2.69  -2.34  0.198
O  0.34  -2.03  -2.39  0.181
C  2.02  -1.72  0.96  -0.161
O  1.08  -0.92  0.38  -0.026
C  -0.11  -0.66  1.14  -0.119
C  -1.27  -1.45  0.53  -0.302
C  -1.84  -2.42  1.55  -0.057
C  -2.39  -0.59  -0.08  -0.154
C  -3.39  0.06  0.86  -0.420
C  -2.81  1.16  1.73  -0.062
C  -4.46  0.65  -0.06  -0.072
C  2.88  -1.35  1.98  -0.162
C  3.84  -2.27  2.44  -0.375
S  4.94  -1.73  3.70  1.086
C  5.14  -0.07  3.17  -0.444
C  6.39  0.53  3.26  -0.079
C  6.53  1.85  2.86  -0.024
C  5.43  2.56  2.40  -0.156
C  5.63  4.01  2.01  -0.043
C  6.86  4.17  1.21  -0.551
O  7.81  4.76  1.51  0.188
F  6.80  3.54  0.06  0.143
C  4.16  1.95  2.32  -0.141
C  2.98  2.76  1.92  -0.024
C  4.03  0.61  2.67  -0.206
N  2.77  -0.05  2.58  0.081
H  6.74  -4.01  4.23  0.039
H  6.80  -5.73  4.55  0.067
H  5.93  -4.62  5.63  0.065
H  4.63  -6.08  3.83  0.099
H  4.08  -4.50  4.29  0.092
H  5.97  -4.22  2.12  0.113
H  4.81  -5.43  1.69  0.104
H  3.10  -4.85  0.41  0.130
H  2.92  -1.83  -2.68  0.111
H  0.60  -1.11  -2.54  0.091
H  -0.25  0.40  1.15  0.098
H  0.02  -0.96  2.17  0.123
H  -0.89  -2.05  -0.28  0.117
H  -2.01  -1.92  2.49  0.076
H  -1.19  -3.27  1.69  0.083
H  -2.79  -2.77  1.20  0.045
H  -2.97  -1.25  -0.72  0.087
H  -1.94  0.17  -0.71  0.116
H  -3.89  -0.66  1.50  0.127
H  -2.29  0.75  2.59  0.072
H  -2.08  1.74  1.18  0.065
H  -3.58  1.82  2.10  0.071
H  -3.96  1.37  -0.69  0.076
H  -5.23  1.15  0.51  0.073
H  -4.85  -0.15  -0.66  0.067
H  7.22  -0.05  3.62  0.102
H  7.50  2.30  2.92  0.119
H  4.79  4.39  1.45  0.111
H  5.81  4.59  2.90  0.137
H  2.07  2.34  2.31  0.078
H  2.87  2.88  0.85  0.077
H  3.06  3.75  2.35  0.077
H  2.45  -0.22  3.53  0.142
C  -3.58  -4.85  -2.63  0.006
C  -4.05  -4.56  -1.22  -0.527
O  -3.84  -3.49  -0.67  0.022
N  -4.73  -5.55  -0.58  0.018
C  -5.07  -6.87  -1.08  -0.078
H  -3.06  -3.97  -2.99  0.079
H  -2.89  -5.70  -2.64  0.088
H  -4.42  -5.06  -3.29  0.088
H  -5.01  -5.30  0.35  0.129
H  -6.15  -7.01  -1.08  0.086
H  -4.62  -7.64  -0.44  0.065
H  -4.71  -7.02  -2.09  0.050
C  -3.03  -10.71  -3.67  -0.009
C  -4.19  -9.94  -3.10  -0.549
O  -4.61  -8.91  -3.60  0.014
N  -4.76  -10.42  -1.96  0.019
C  -4.41  -11.58  -1.18  -0.070
H  -2.69  -10.19  -4.56  0.081
H  -2.21  -10.76  -2.96  0.084
H  -3.33  -11.72  -3.95  0.083
H  -5.53  -9.85  -1.63  0.131
H  -5.25  -12.27  -1.12  0.084
H  -4.14  -11.26  -0.17  0.066
H  -3.56  -12.11  -1.61  0.072
C  0.37  2.35  -1.15  0.012
C  0.43  2.26  -2.65  -0.524
O  0.26  1.18  -3.23  0.015
N  0.70  3.38  -3.35  0.020
C  0.93  4.71  -2.80  -0.073
H  0.12  1.37  -0.76  0.057
H  1.33  2.66  -0.74  0.072
H  -0.38  3.08  -0.83  0.057
H  0.74  3.25  -4.34  0.138
H  0.20  5.43  -3.19  0.083
H  1.93  5.06  -3.08  0.079
H  0.85  4.70  -1.72  0.071
C  -3.86  -8.90  3.65  -0.006
C  -4.82  -8.74  2.49  -0.544
O  -4.68  -9.37  1.45  0.015
N  -5.84  -7.86  2.63  0.012
C  -6.15  -7.02  3.78  -0.070
H  -3.11  -9.63  3.38  0.083
H  -3.37  -7.95  3.88  0.087
H  -4.39  -9.24  4.54  0.085
H  -6.44  -7.80  1.83  0.134
H  -7.15  -7.26  4.16  0.084
H  -6.13  -5.97  3.50  0.083
H  -5.43  -7.18  4.57  0.071
C  -3.43  5.40  -1.84  -0.002
C  -2.62  5.42  -0.57  -0.536
O  -1.91  4.48  -0.23  0.009
N  -2.71  6.53  0.20  0.015
C  -3.51  7.72  -0.03  -0.072
H  -3.26  4.45  -2.34  0.084
H  -4.50  5.52  -1.62  0.086
H  -3.13  6.21  -2.50  0.085
H  -2.14  6.49  1.04  0.140
H  -2.86  8.59  -0.10  0.084
H  -4.21  7.87  0.79  0.082
H  -4.07  7.63  -0.95  0.069
C  2.13  8.88  -3.28  -0.010
C  2.12  8.10  -1.99  -0.566
O  1.08  7.75  -1.45  0.010
N  3.32  7.79  -1.44  0.014
C  4.65  8.10  -1.94  -0.060
H  1.10  9.04  -3.58  0.080
H  2.62  9.84  -3.15  0.084
H  2.64  8.32  -4.07  0.083
H  3.25  7.27  -0.58  0.134
H  5.20  7.18  -2.13  0.084
H  5.21  8.69  -1.21  0.053
H  4.59  8.66  -2.86  0.075
C  8.40  9.60  0.90  -0.005
C  7.14  10.36  0.57  -0.543
O  6.62  10.30  -0.54  0.015
N  6.58  11.11  1.55  0.008
C  7.04  11.30  2.91  -0.075
H  8.71  9.06  0.02  0.083
H  9.20  10.29  1.19  0.085
H  8.23  8.90  1.71  0.085
H  5.74  11.59  1.26  0.140
H  6.29  10.97  3.62  0.083
H  7.25  12.35  3.10  0.083
H  7.95  10.73  3.08  0.070
C  -7.50  0.31  -4.23  -0.013
C  -6.20  0.98  -4.61  -0.559
O  -6.16  2.15  -4.98  0.017
N  -5.07  0.25  -4.52  0.012
C  -4.89  -1.13  -4.11  -0.070
H  -8.30  1.02  -4.36  0.079
H  -7.68  -0.55  -4.88  0.082
H  -7.47  -0.03  -3.20  0.081
H  -4.24  0.76  -4.78  0.139
H  -4.22  -1.17  -3.25  0.076
H  -4.43  -1.69  -4.93  0.084
H  -5.84  -1.60  -3.86  0.073

The value obtained for the frontier orbital gap is 8.14 eV. Its spin multiplicity is 1. The value obtained for the lowest unoccupied orbital energy is 0.012 Eh. The calculation puts the highest occupied orbital energy at -7.822 eV. As for the charge: 0. Its SMILES is CCCc1cc(OB(O)O)c(OC[C@@H](C)CC(C)C)c2c1Sc1ccc(CC(=O)F)c(C)c1N2.CNC(C)=O.CNC(C)=O.CNC(C)=O.CNC(C)=O.CNC(C)=O.CNC(C)=O.CNC(C)=O.CNC(C)=O. The value obtained for the total energy is -3914.60914 Eh.


No. 2
ORCA calculation (wB97M-V/def2-TZVPD) on a molecular structure, C24H31AsCoF6N3O3P.

Last column: Mulliken spin population.
Atoms and positions in Å:
Co  -1.52  1.26  -0.64  1.009
N  -0.26  2.82  -0.58  -0.008
C  -0.62  3.97  0.29  -0.002
C  -1.85  4.68  -0.23  0.005
C  -3.10  3.81  -0.18  -0.004
N  -2.97  2.58  -1.00  -0.022
H  0.61  2.38  -0.28  -0.008
H  -0.10  3.16  -1.52  0.005
H  0.23  4.65  0.36  -0.002
H  -0.80  3.58  1.29  -0.001
H  -1.68  5.03  -1.26  0.000
H  -2.03  5.57  0.37  0.000
H  -3.97  4.37  -0.52  -0.001
H  -3.30  3.51  0.85  0.000
H  -2.86  2.85  -1.98  -0.007
H  -3.86  2.09  -1.02  0.001
N  -2.50  0.63  1.17  0.021
C  -2.23  -0.60  1.93  -0.004
C  -2.60  -1.87  1.14  0.007
C  -1.94  -1.95  -0.14  -0.003
O  0.33  -3.61  0.81  0.000
O  -1.50  -1.94  -1.16  0.001
H  -2.41  1.41  1.81  -0.002
H  -3.47  0.60  0.87  -0.001
H  -2.85  -0.65  2.83  0.001
H  -1.18  -0.64  2.22  0.001
H  -3.66  -1.87  0.84  0.000
H  -2.37  -2.77  1.71  0.000
F  -3.21  0.19  -1.82  0.009
P  -4.81  -0.50  -1.83  0.003
F  -6.26  -1.07  -1.75  0.000
F  -4.15  -1.92  -1.45  0.000
F  -4.82  -0.16  -0.20  0.000
F  -4.62  -0.76  -3.37  0.001
F  -5.32  1.01  -2.08  0.000
O  0.20  0.27  -0.31  -0.002
As  1.53  -0.74  -0.01  0.002
C  1.73  -0.76  1.89  0.001
C  1.67  0.50  2.47  0.001
C  1.83  0.65  3.84  0.000
C  2.06  -0.48  4.63  0.000
C  2.14  -1.73  4.05  0.000
C  1.98  -1.88  2.67  -0.001
C  1.50  -2.44  -0.90  -0.001
C  2.07  -2.45  -2.17  0.000
C  2.13  -3.61  -2.92  0.000
C  1.62  -4.79  -2.40  0.000
C  1.03  -4.80  -1.15  0.000
C  0.97  -3.63  -0.41  0.000
C  3.05  0.17  -0.72  -0.002
C  4.31  -0.27  -0.34  0.000
C  5.43  0.38  -0.85  0.000
C  5.28  1.45  -1.72  0.000
C  4.01  1.87  -2.10  0.000
C  2.89  1.23  -1.60  0.002
H  1.52  1.38  1.86  0.000
H  1.80  1.63  4.29  0.000
H  2.19  -0.37  5.70  0.000
H  2.35  -2.60  4.66  0.000
H  2.07  -2.86  2.23  0.000
H  2.50  -1.54  -2.57  0.000
H  2.58  -3.59  -3.91  0.000
H  1.67  -5.70  -2.98  0.000
H  0.62  -5.72  -0.75  0.000
H  0.12  -4.52  1.07  0.000
H  4.44  -1.10  0.35  0.000
H  6.42  0.05  -0.56  0.000
H  6.15  1.95  -2.11  0.000
H  3.90  2.70  -2.79  0.000
H  1.90  1.54  -1.92  0.002

The value obtained for the frontier orbital gap (alpha / beta) is 8.23 / 8.23 eV. Its spin multiplicity is 2. The value obtained for the lowest unoccupied orbital energy (alpha / beta) is -0.234 / -0.234 Eh. The calculation puts the highest occupied orbital energy (alpha / beta) at -14.595 / -14.595 eV. As for the charge: +2. The value obtained for the total energy is -5881.90861 Eh.


No. 3
ORCA calculation (wB97M-V/def2-TZVPD) on 2 unconnected molecules or ions with the total composition C4H7N3O in a non-equilibrium geometry.

Last column: Löwdin charge in e.
Atoms and positions in Å:
C  1.15  -0.24  -0.06  -0.331
C  0.66  -1.51  -0.04  -0.012
C  -1.12  -0.03  -0.15  -0.458
C  -0.01  0.66  -0.27  -0.374
H  3.18  0.28  -0.65  0.141
H  2.77  0.63  1.16  0.141
H  0.94  -2.55  -0.37  0.121
H  -1.76  -1.73  0.42  0.251
H  -3.24  0.78  -0.55  0.176
H  -2.63  0.25  1.28  0.146
H  0.89  2.59  -1.14  0.286
N  2.50  0.03  0.24  -0.009
N  -0.78  -1.25  -0.13  -0.003
N  -2.55  0.11  0.15  0.019
O  -0.02  1.97  0.10  -0.093

The value obtained for the frontier orbital gap is 6.91 eV. Its spin multiplicity is 1. The relative energy (zero: lowest compared OMol25 entry of this formula, charge and spin) is 813.7 kJ/mol. The value obtained for the lowest unoccupied orbital energy is -0.029 Eh. The calculation puts the highest occupied orbital energy at -7.696 eV. As for the charge: 0. The value obtained for the total energy is -395.83848 Eh.


No. 4
ORCA calculation (wB97M-V/def2-TZVPD) on 3 unconnected molecules or ions with the total composition C3H11N2S2 in a non-equilibrium geometry.

Last column: Löwdin charge in e.
Atoms and positions in Å:
S  2.78  0.32  -0.21  0.266
S  -3.74  -0.79  -0.37  1.083
C  -2.55  -0.07  0.64  -0.561
C  -1.14  -0.49  0.30  -0.468
C  -0.06  -0.08  1.30  -0.239
N  1.03  -1.04  1.28  0.016
N  -0.87  0.04  -1.01  0.137
H  5.00  1.90  -3.66  0.002
H  -2.90  -0.41  1.65  0.154
H  -2.82  1.00  0.75  0.126
H  -1.18  -1.59  0.21  0.148
H  -0.52  -0.13  2.28  0.127
H  0.22  0.95  1.07  0.111
H  1.68  -0.90  2.05  0.092
H  1.61  -0.98  0.44  -0.168
H  0.01  -0.25  -1.42  0.090
H  5.07  2.63  -3.62  0.008
H  -1.62  -0.11  -1.69  0.077

The value obtained for the frontier orbital gap is 3.24 eV. Its spin multiplicity is 1. The relative energy (zero: lowest compared OMol25 entry of this formula, charge and spin) is 959.5 kJ/mol. The value obtained for the lowest unoccupied orbital energy is -0.350 Eh. The calculation puts the highest occupied orbital energy at -12.775 eV. As for the charge: +1. The value obtained for the total energy is -1026.20459 Eh.